(1)
Density functional theory data (the ωB97M-V functional and the def2-TZVPD basis) for a structure of composition C10H11Cl2O3PdSe3Te.

## Properties
Net charge: +1
Gap between HOMO and LUMO (alpha / beta): 0.2676 / 0.1868 hartree
DFT total energy: -9133.6590 Ha
2S+1: 5
Energy relative to the best compared isomer or geometry (same formula, charge and spin): 22.7 kcal per mole
LUMO (alpha / beta): -4.12 / -6.24 eV

Element x y z (Å)
Pd (0.248, 0.025, 0.000)
C (-5.926, 3.054, 0.000)
O (-4.994, 4.132, 0.000)
C (-3.689, 3.850, 0.000)
C (-2.838, 4.981, 0.000)
C (-1.493, 4.797, 0.000)
C (-0.911, 3.500, 0.000)
C (0.497, 3.291, 0.000)
C (1.501, 4.407, 0.000)
O (1.000, 2.140, 0.000)
C (-1.786, 2.386, 0.000)
O (-1.380, 1.139, 0.001)
C (-3.176, 2.566, 0.000)
H (-6.909, 3.514, 0.000)
H (-5.806, 2.442, 0.895)
H (-5.806, 2.441, -0.895)
H (-3.284, 5.964, 0.000)
H (-0.851, 5.665, 0.000)
H (1.071, 5.401, 0.000)
H (2.134, 4.292, -0.879)
H (2.134, 4.291, 0.880)
H (-3.806, 1.692, 0.000)
Se (2.835, 0.306, 0.000)
Se (4.165, -1.478, 0.000)
Te (2.533, -3.471, 0.000)
Se (0.381, -2.469, 0.000)
Cl (-2.804, -4.261, 0.000)
C (-3.786, -2.801, 0.000)
Cl (-2.812, -1.309, -0.001)
H (-4.392, -2.788, 0.898)
H (-4.393, -2.788, -0.897)



(2)
Density functional theory data (the ωB97M-V functional and the def2-TZVPD basis) for the ion C5H12NO with charge +1.

## Properties
Net charge: +1
Gap between HOMO and LUMO: 0.3752 hartree
DFT total energy: -327.4066 Ha
Energy relative to the best compared isomer or geometry (same formula, charge and spin): 33.2 kcal per mole
SMILES string: C=[NH+]CCCCO
LUMO: -4.56 eV

Element x y z (Å)
C (-0.912, -1.594, -0.335)
O (-1.072, -0.749, -1.519)
C (0.554, -1.512, 0.057)
C (0.844, -0.413, 1.182)
C (-0.030, 0.864, 1.096)
C (0.428, 2.394, -0.833)
N (-0.086, 1.390, -0.274)
H (-1.255, -2.590, -0.582)
H (-1.465, -1.050, 0.430)
H (-1.667, -1.172, -2.157)
H (0.827, -2.491, 0.430)
H (1.136, -1.082, -0.757)
H (1.834, -0.087, 0.911)
H (0.643, -0.885, 2.135)
H (0.433, 1.632, 1.738)
H (-0.978, 0.865, 1.637)
H (0.207, 2.654, -1.862)
H (1.060, 3.139, -0.348)
H (-0.498, 0.685, -0.950)



(3)
Density functional theory data (the ωB97M-V functional and the def2-TZVPD basis) for the molecule C2H5N3O.

## Properties
Gap between HOMO and LUMO: 0.3832 hartree
DFT total energy: -318.6572 Ha
Energy relative to the best compared isomer or geometry (same formula, charge and spin): 58.6 kcal per mole
SMILES string: N#CN[C@H](N)O
LUMO: 0.35 eV

Element x y z (Å)
C (-1.919, -0.188, -0.128)
C (0.478, -0.114, -0.219)
N (-2.777, -0.379, 0.600)
N (0.592, -0.910, 0.906)
N (-0.794, -0.179, -0.837)
O (0.888, 1.553, 0.206)
H (1.197, -0.220, -0.983)
H (0.119, -0.477, 1.627)
H (1.559, -0.836, 1.130)
H (-0.869, -0.065, -1.846)
H (1.527, 1.815, -0.454)



(4)
Density functional theory data (the ωB97M-V functional and the def2-TZVPD basis) for a cluster of 2 separate species, C12H22BrF8O6PSi in total.

## Properties
Gap between HOMO and LUMO: 0.3347 hartree
DFT total energy: -4925.6964 Ha
SMILES string: FC(F)C(F)(F)COC(F)(F)C(F)F.CCOCCOCCOC[Si@H](O)P(O)Br
LUMO: 0.25 eV

Element x y z (Å)
C (-2.206, -3.610, 2.080)
C (-1.085, -4.355, 1.382)
O (0.044, -3.552, 1.148)
C (0.738, -3.227, 2.335)
C (2.102, -2.643, 2.053)
O (2.115, -1.239, 2.277)
C (2.199, -0.448, 1.110)
C (1.123, -0.689, 0.106)
O (1.473, -1.732, -0.778)
C (0.601, -1.831, -1.877)
Si (1.543, -2.812, -3.190)
O (2.808, -1.858, -3.693)
P (0.316, -3.489, -4.937)
O (-0.594, -2.155, -5.289)
Br (-1.133, -4.915, -3.975)
H (-1.987, -3.559, 3.133)
H (-3.147, -4.112, 1.962)
H (-2.222, -2.595, 1.719)
H (-1.445, -4.655, 0.415)
H (-0.816, -5.241, 1.942)
H (0.199, -2.481, 2.899)
H (0.814, -4.097, 2.977)
H (2.784, -3.070, 2.769)
H (2.463, -2.911, 1.075)
H (3.176, -0.536, 0.652)
H (2.110, 0.569, 1.438)
H (0.992, 0.220, -0.473)
H (0.172, -0.884, 0.580)
H (-0.344, -2.286, -1.597)
H (0.390, -0.844, -2.284)
H (2.094, -4.025, -2.552)
H (3.202, -1.497, -2.886)
H (-0.817, -1.699, -4.468)
C (-1.747, 5.041, -0.918)
C (-1.419, 6.137, 0.104)
C (0.060, 6.410, 0.366)
F (0.660, 5.314, 0.883)
F (0.164, 7.417, 1.265)
F (-2.049, 5.874, 1.269)
F (-1.933, 7.298, -0.395)
O (-2.065, 3.779, -0.380)
C (-1.070, 2.892, -0.102)
C (-1.065, 2.546, 1.385)
F (-0.833, 3.651, 2.119)
F (-0.068, 1.658, 1.618)
F (0.134, 3.340, -0.505)
F (-1.331, 1.751, -0.783)
H (-2.661, 5.366, -1.411)
H (-0.987, 4.971, -1.695)
H (0.571, 6.706, -0.555)
H (-2.021, 2.110, 1.681)



(5)
Density functional theory data (the ωB97M-V functional and the def2-TZVPD basis) for the molecule C2H4N2OS2.

## Properties
Gap between HOMO and LUMO: 0.3416 hartree
DFT total energy: -1059.6295 Ha
Energy relative to the best compared isomer or geometry (same formula, charge and spin): 71.4 kcal per mole
SMILES string: S=CNO/C=N\S
LUMO: 0.46 eV

Element x y z (Å)
C (-1.753, 1.228, -0.140)
C (1.476, 0.490, -0.364)
H (-2.550, -2.150, 0.064)
H (-2.349, 2.127, -0.314)
H (0.471, 0.327, 1.402)
H (1.336, 0.980, -1.359)
N (-2.301, 0.094, -0.211)
N (0.452, 0.695, 0.458)
O (-0.453, 1.678, 0.170)
S (-1.416, -1.440, 0.034)
S (2.748, -0.469, -0.026)



(6)
Density functional theory data (the ωB97M-V functional and the def2-TZVPD basis) for the molecule C22H18O3S.

## Properties
Gap between HOMO and LUMO: 0.3357 hartree
DFT total energy: -1472.9739 Ha
Energy relative to the best compared isomer or geometry (same formula, charge and spin): 47.1 kcal per mole
SMILES string: O=C(OCc1cccc2c1SCc1ccccc1[C@H]2O)c1ccccc1
LUMO: 0.49 eV

Element x y z (Å)
O (1.248, 2.455, 1.917)
O (1.730, 0.356, 2.274)
O (-1.342, -0.056, -3.150)
S (-1.056, 1.090, -0.469)
C (2.070, 1.614, 2.011)
C (5.989, 3.144, 0.982)
C (4.906, 3.919, 1.031)
C (5.882, 1.825, 1.351)
C (-5.554, -1.631, -0.620)
C (0.825, -3.141, -0.234)
C (-5.005, -2.573, -1.460)
C (3.650, 3.428, 1.422)
C (4.580, 1.345, 1.685)
C (0.921, -2.275, 0.889)
C (-4.865, -0.386, -0.463)
C (-0.010, -2.726, -1.321)
C (-3.700, -2.424, -1.960)
C (-0.481, -0.608, -0.262)
C (3.419, 2.119, 1.662)
C (0.196, -1.013, 0.867)
C (-3.582, -0.228, -0.953)
C (-0.639, -1.441, -1.293)
C (-2.962, -1.224, -1.761)
C (0.357, -0.110, 2.095)
C (-2.890, 1.117, -0.745)
C (-1.572, -1.216, -2.387)
H (-1.515, 0.729, -2.635)
H (6.899, 3.583, 0.645)
H (4.793, 5.009, 0.808)
H (6.710, 1.168, 1.495)
H (-6.574, -1.617, -0.267)
H (1.319, -4.074, -0.187)
H (-5.686, -3.341, -1.637)
H (2.839, 4.155, 1.556)
H (4.478, 0.247, 1.908)
H (1.702, -2.484, 1.636)
H (-5.384, 0.465, -0.054)
H (-0.229, -3.396, -2.140)
H (-3.407, -3.172, -2.640)
H (-0.337, 0.720, 2.171)
H (0.021, -0.727, 2.943)
H (-3.320, 1.778, 0.105)
H (-2.877, 1.673, -1.712)
H (-1.549, -2.075, -3.100)